[1]
Here is the molecule C6H10O in a non-equilibrium geometry from the OMol25 dataset. Energies are from wB97M-V/def2-TZVPD.

Element x y z (Å)
C 0.37 -0.12 -2.08
C -0.51 0.33 -0.91
C -0.90 -0.75 0.13
C -0.26 -0.03 1.29
O -0.68 -0.24 2.58
C 1.10 0.40 0.91
C 0.19 1.32 0.08
H -0.19 -0.80 -2.73
H 1.27 -0.65 -1.74
H 0.69 0.74 -2.68
H -1.40 0.82 -1.32
H -0.46 -1.75 -0.01
H -1.99 -0.87 0.23
H 0.10 -0.33 3.16
H 1.66 0.94 1.68
H 1.71 -0.35 0.41
H -0.68 1.34 0.99

As for the SMILES: C[C@H]1C[C@@]2(O)C[C@@H]12. The calculation puts the orbital gap at 8.44 eV. As for the molar mass: 98.145 g/mol. The energy above the lowest of the compared OMol25 structures with the same formula, charge and spin is 365.2 kJ/mol. The value obtained for the energy is -309.703272 Eh. The value obtained for the lowest unoccupied orbital energy is 0.6750 eV.

Here are the Löwdin charges for atoms 1 to 5, given in e: -0.08, -0.38, -0.08, -0.44, 0.05



[2]
Here is the molecule C6H10O from the OMol25 dataset. Energies are from wB97M-V/def2-TZVPD.

Element x y z (Å)
C -1.95 -0.24 0.17
C -0.92 0.63 -0.55
C -0.09 1.55 0.42
C 0.36 0.14 -1.06
C 0.90 -1.08 -0.35
C 2.38 -0.99 -0.05
O 2.90 0.00 0.41
H -2.78 0.37 0.53
H -1.53 -0.77 1.03
H -2.36 -0.99 -0.51
H -1.42 1.26 -1.29
H -0.22 2.60 0.15
H -0.40 1.36 1.44
H 1.00 1.36 0.38
H 0.74 -1.89 -1.09
H 0.40 -1.42 0.58
H 2.98 -1.90 -0.21

The calculation puts the orbital gap at 9.00 eV. As for the molar mass: 98.145 g/mol. The energy above the lowest of the compared OMol25 structures with the same formula, charge and spin is 350.8 kJ/mol. The value obtained for the energy is -309.708765 Eh. The value obtained for the lowest unoccupied orbital energy is 0.7746 eV.

Here are the Löwdin charges for atoms 1 to 5, given in e: -0.08, -0.44, -0.05, 0.04, -0.22



[3]
Here is the molecule C6H10O from the OMol25 dataset. Energies are from wB97M-V/def2-TZVPD.

Element x y z (Å)
C 1.87 -0.59 0.11
C 0.58 0.10 0.54
C 0.12 1.26 -0.37
C -1.39 1.13 -0.40
C -1.81 0.07 0.30
C -0.64 -0.85 0.55
O -0.64 -1.72 -0.58
H 1.73 -1.07 -0.86
H 2.70 0.13 0.03
H 2.16 -1.37 0.82
H 0.70 0.49 1.56
H 0.58 1.20 -1.37
H 0.40 2.24 0.04
H -2.03 1.80 -0.96
H -2.83 -0.25 0.44
H -0.68 -1.49 1.43
H -0.92 -1.14 -1.31

As for the SMILES: C[C@H]1CC=C[C@H]1O. The calculation puts the orbital gap at 10.65 eV. As for the molar mass: 98.145 g/mol. The energy above the lowest of the compared OMol25 structures with the same formula, charge and spin is 29.9 kJ/mol. The value obtained for the energy is -309.831000 Eh. The value obtained for the lowest unoccupied orbital energy is 1.0249 eV.

Here are the Löwdin charges for atoms 1 to 5, given in e: -0.07, -0.32, -0.15, -0.08, -0.04



[4]
Here is the molecule C6H10O from the OMol25 dataset. Energies are from wB97M-V/def2-TZVPD.

Element x y z (Å)
C 1.77 0.89 -0.02
C 1.17 -0.50 0.09
O 0.57 -0.74 1.39
C -0.70 -0.99 0.78
C -1.56 0.28 0.59
C -1.10 0.35 -0.89
C -0.15 -0.83 -0.64
H 1.09 1.63 0.41
H 2.72 0.95 0.51
H 1.95 1.15 -1.07
H 1.95 -1.26 -0.10
H -1.19 -1.89 1.18
H -1.21 1.10 1.23
H -2.64 0.16 0.74
H -1.91 0.07 -1.58
H -0.66 1.29 -1.24
H -0.10 -1.63 -1.38

As for the SMILES: C[C@H]1O[C@H]2CC[C@H]21. The calculation puts the orbital gap at 10.48 eV. As for the molar mass: 98.145 g/mol. The energy above the lowest of the compared OMol25 structures with the same formula, charge and spin is 130.4 kJ/mol. The value obtained for the energy is -309.792696 Eh. The value obtained for the lowest unoccupied orbital energy is 1.1157 eV.

Here are the Löwdin charges for atoms 1 to 5, given in e: -0.04, -0.32, -0.06, -0.26, -0.10



[5]
Here is the molecule C6H10O in a non-equilibrium geometry from the OMol25 dataset. Energies are from wB97M-V/def2-TZVPD.

Element x y z (Å)
O 1.24 -0.82 1.35
C 1.30 -0.52 -0.05
C 1.15 0.96 -0.36
C -0.05 1.53 -0.25
C -1.32 0.76 0.06
C -1.09 -0.73 0.37
C 0.08 -1.21 -0.65
H 1.11 -0.01 1.84
H 2.28 -0.90 -0.35
H 2.02 1.52 -0.71
H -0.16 2.59 -0.44
H -1.95 0.80 -0.83
H -1.87 1.31 0.85
H -0.95 -0.80 1.47
H -1.96 -1.35 0.19
H 0.28 -2.29 -0.81
H -0.12 -0.83 -1.68

As for the SMILES: O[C@@H]1C=CCCC1. The calculation puts the orbital gap at 10.44 eV. As for the molar mass: 98.145 g/mol. The energy above the lowest of the compared OMol25 structures with the same formula, charge and spin is 85.9 kJ/mol. The value obtained for the energy is -309.809644 Eh. The value obtained for the lowest unoccupied orbital energy is 1.0150 eV.

Here are the Löwdin charges for atoms 1 to 5, given in e: -0.07, -0.39, -0.06, -0.10, -0.20



[6]
Here is a cluster of 2 separate species, C6H10O in total in a non-equilibrium geometry from the OMol25 dataset. Energies are from wB97M-V/def2-TZVPD.

Element x y z (Å)
C -2.20 0.88 1.70
C -2.02 -0.03 0.75
C -0.78 -0.78 0.56
C 0.43 -0.25 0.37
C 1.51 -1.08 -0.19
C 2.77 -0.67 -0.35
H -3.12 1.39 1.93
H -1.38 1.22 2.34
H -2.86 -0.23 0.10
H -0.90 -1.86 0.62
H 0.55 0.82 0.51
H 1.16 -2.04 -0.56
H 3.05 0.37 -0.25
H 3.51 -1.40 -0.63
O -0.20 1.49 -2.27
H 0.26 1.19 -3.07
H 0.22 0.98 -1.56

As for the SMILES: C=C/C=C/C=C.O. The calculation puts the orbital gap at 9.32 eV. As for the molar mass: 98.145 g/mol. The energy above the lowest of the compared OMol25 structures with the same formula, charge and spin is 172.9 kJ/mol. The value obtained for the energy is -309.776508 Eh. The value obtained for the lowest unoccupied orbital energy is 0.6225 eV.

Here are the Löwdin charges for atoms 1 to 5, given in e: 0.00, -0.18, -0.12, -0.15, -0.19



[7]
Here is the molecule C6H10O in a non-equilibrium geometry from the OMol25 dataset. Energies are from wB97M-V/def2-TZVPD.

Element x y z (Å)
C -1.64 -0.09 -0.71
C -1.14 -1.46 -0.41
C 0.66 1.53 1.48
C 0.74 0.86 0.28
O 0.72 1.21 -0.92
C 0.82 -0.41 0.75
C 0.37 -1.42 -0.35
H -1.07 0.36 -1.57
H -1.69 0.48 0.24
H -2.67 -0.13 -1.19
H -1.65 -1.84 0.49
H -1.41 -2.13 -1.18
H 0.90 2.62 1.49
H 0.40 1.27 2.46
H 0.89 -1.12 -1.32
H 0.68 -0.73 1.78
H 0.92 -2.50 -0.07

The calculation puts the orbital gap at 6.78 eV. As for the molar mass: 98.145 g/mol. The energy above the lowest of the compared OMol25 structures with the same formula, charge and spin is 468.8 kJ/mol. The value obtained for the energy is -309.663830 Eh. The value obtained for the lowest unoccupied orbital energy is -1.7463 eV.

Here are the Löwdin charges for atoms 1 to 5, given in e: -0.13, -0.27, 0.19, -0.66, -0.05



[8]
Here is a cluster of 2 separate species, C6H10O in total from the OMol25 dataset. Energies are from wB97M-V/def2-TZVPD.

Element x y z (Å)
C 0.98 -2.59 -0.33
C 1.39 -1.37 -0.06
C 1.93 -0.08 -0.35
O 1.56 -0.53 0.99
H 0.64 -3.25 0.46
H 1.04 -2.95 -1.35
H 3.00 0.02 -0.53
H 1.29 0.72 -0.74
C -0.52 2.21 0.52
C -1.42 1.52 -0.18
C -1.84 0.11 0.10
H -0.32 3.25 0.30
H 0.02 1.75 1.35
H -1.95 2.00 -1.00
H -1.25 -0.33 0.92
H -2.90 0.09 0.38
H -1.73 -0.52 -0.80

As for the SMILES: C=C1CO1.C=CC. The calculation puts the orbital gap at 10.39 eV. As for the molar mass: 98.145 g/mol. The energy above the lowest of the compared OMol25 structures with the same formula, charge and spin is 253.9 kJ/mol. The value obtained for the energy is -309.745682 Eh. The value obtained for the lowest unoccupied orbital energy is 1.0982 eV.

Here are the Löwdin charges for atoms 1 to 5, given in e: 0.06, -0.39, -0.04, 0.01, 0.06



[9]
Here is the molecule C6H10O from the OMol25 dataset. Energies are from wB97M-V/def2-TZVPD.

Element x y z (Å)
C -2.15 0.42 -0.56
C -1.92 -0.84 -0.18
C -0.68 -1.50 0.24
C 0.59 -1.14 0.04
C 1.10 0.13 -0.60
C 1.15 1.31 0.39
O 1.62 0.88 1.65
H -3.12 0.77 -0.91
H -1.38 1.18 -0.60
H -2.74 -1.55 -0.21
H -0.85 -2.48 0.71
H 1.34 -1.84 0.39
H 0.51 0.40 -1.49
H 2.11 -0.08 -0.96
H 1.78 2.12 0.00
H 0.17 1.75 0.57
H 2.48 0.48 1.50

As for the SMILES: C=C/C=C\CCO. The calculation puts the orbital gap at 9.64 eV. As for the molar mass: 98.145 g/mol. The energy above the lowest of the compared OMol25 structures with the same formula, charge and spin is 124.2 kJ/mol. The value obtained for the energy is -309.795071 Eh. The value obtained for the lowest unoccupied orbital energy is 0.8471 eV.

Here are the Löwdin charges for atoms 1 to 5, given in e: 0.02, -0.17, -0.12, -0.11, -0.18



[10]
Here is the molecule C6H10O from the OMol25 dataset. Energies are from wB97M-V/def2-TZVPD.

Element x y z (Å)
C -1.11 2.31 0.43
C -0.79 1.16 0.32
C -0.42 -0.27 0.16
C -1.55 -1.00 -0.59
O -0.21 -0.88 1.43
C 0.90 -0.40 -0.60
C 2.08 0.25 0.12
H -1.38 3.34 0.53
H -2.50 -0.90 -0.04
H -1.69 -0.59 -1.59
H -1.30 -2.06 -0.67
H -1.02 -0.78 1.94
H 1.09 -1.48 -0.73
H 0.77 0.03 -1.60
H 3.01 0.10 -0.44
H 2.20 -0.17 1.12
H 1.92 1.33 0.22

As for the SMILES: C#C[C@](C)(O)CC. The calculation puts the orbital gap at 11.10 eV. As for the molar mass: 98.145 g/mol. The energy above the lowest of the compared OMol25 structures with the same formula, charge and spin is 135.1 kJ/mol. The value obtained for the energy is -309.790930 Eh. The value obtained for the lowest unoccupied orbital energy is 0.9519 eV.

Here are the Löwdin charges for atoms 1 to 5, given in e: 0.14, -0.07, -0.61, -0.03, -0.01